# 1
The following is a DFT calculation (the ωB97M-V functional and the def2-TZVPD basis) of 10 unconnected molecules or ions with the total composition C21H62NO21S at a distorted geometry.

Each atom is followed by the atoms it is bonded to, with distances in Å.
CARTESIAN COORDINATES (ANGSTROEM)
1 C -1.80 2.64 4.52  N2 1.488, H8 1.178, H9 1.130, H10 1.089
2 N -2.28 3.74 3.65  C1 1.488, C3 1.531, C4 1.387, C5 1.527
3 C -3.71 4.05 4.11  N2 1.531, H11 1.027, H12 1.037, H13 1.177
4 C -1.34 4.77 3.69  N2 1.387, H14 1.094, H15 1.048, H16 1.006
5 C -2.57 3.25 2.23  N2 1.527, C6 1.601, H17 1.005, H18 1.099
6 C -1.29 2.65 1.50  C5 1.601, O7 1.392, H19 1.040, H20 1.041
7 O -1.54 2.43 0.15  C6 1.392, H21 0.962
8 H -0.68 2.31 4.70  C1 1.178
9 H -2.41 1.74 4.22  C1 1.130
10 H -2.08 2.84 5.55  C1 1.089
11 H -3.54 4.44 5.05  C3 1.027
12 H -4.18 3.19 4.44  C3 1.037
13 H -4.10 4.91 3.40  C3 1.177
14 H -1.46 5.38 2.79  C4 1.094
15 H -0.34 4.61 3.45  C4 1.048
16 H -1.53 5.20 4.57  C4 1.006
17 H -2.97 3.86 1.54  C5 1.005
18 H -3.49 2.66 2.35  C5 1.099
19 H -1.11 1.76 2.01  C6 1.040
20 H -0.55 3.38 1.45  C6 1.041
21 H -0.77 1.87 0.01  O7 0.962
22 S 0.39 -0.64 -0.53  O23 1.472, O24 1.509, O25 1.432, O26 1.396
23 O -0.98 -1.15 -0.50  S22 1.472
24 O 1.11 -1.19 -1.74  S22 1.509
25 O 0.35 0.79 -0.64  S22 1.432
26 O 1.05 -1.02 0.64  S22 1.396
27 C 4.40 -1.00 -2.51  C28 1.520, O30 1.434, H31 1.119, H32 1.008
28 C 4.76 -0.65 -1.08  C27 1.520, O29 1.290, H33 1.142, H34 1.087
29 O 5.70 0.22 -0.91  C28 1.290, H35 0.951
30 O 3.22 -1.81 -2.59  C27 1.434, H36 0.998
31 H 5.36 -1.43 -2.88  C27 1.119
32 H 4.31 -0.21 -3.13  C27 1.008
33 H 4.77 -1.59 -0.43  C28 1.142
34 H 3.85 -0.10 -0.83  C28 1.087
35 H 5.81 0.52 -0.01  O29 0.951
36 H 2.33 -1.38 -2.49  O30 0.998
37 C -0.01 -2.82 -4.05  C38 1.515, O40 1.393, H41 1.118, H42 0.957
38 C 0.81 -1.88 -4.90  C37 1.515, O39 1.403, H43 1.058, H44 1.244
39 O 0.80 -0.66 -4.20  C38 1.403, H45 0.950
40 O 0.52 -3.31 -2.86  C37 1.393, H46 1.070
41 H -0.25 -3.66 -4.75  C37 1.118
42 H -0.77 -2.35 -3.70  C37 0.957
43 H 0.08 -1.91 -5.66  C38 1.058
44 H 1.90 -2.33 -5.31  C38 1.244
45 H 1.02 -0.94 -3.32  O39 0.950
46 H 1.07 -2.54 -2.36  O40 1.070
47 C 2.59 2.31 -3.19  C48 1.579, O50 1.348, H51 1.040, H52 1.048
48 C 2.73 2.91 -1.73  C47 1.579, O49 1.420, H53 1.297, H54 1.091
49 O 1.47 3.02 -1.08  C48 1.420, H55 0.867
50 O 3.79 2.37 -3.81  C47 1.348, H56 0.959
51 H 1.78 2.86 -3.55  C47 1.040
52 H 2.42 1.31 -2.96  C47 1.048
53 H 3.17 4.09 -2.04  C48 1.297
54 H 3.41 2.46 -1.01  C48 1.091
55 H 1.25 2.20 -0.89  O49 0.867
56 H 3.76 2.15 -4.74  O50 0.959
57 C -2.10 -2.49 3.71  C58 1.435, O60 1.343, H61 0.996, H62 1.184
58 C -1.27 -2.58 2.55  C57 1.435, O59 1.494, H63 0.970, H64 1.129
59 O -0.28 -1.50 2.84  C58 1.494, H65 1.021
60 O -3.13 -3.35 3.63  C57 1.343, H66 0.883
61 H -2.55 -1.61 3.82  C57 0.996
62 H -1.57 -2.74 4.74  C57 1.184
63 H -1.82 -2.39 1.77  C58 0.970
64 H -0.66 -3.53 2.46  C58 1.129
65 H 0.30 -1.39 2.02  O59 1.021
66 H -3.54 -3.02 2.92  O60 0.883
67 C 2.09 -5.59 0.43  C68 1.587, O70 1.412, H71 1.191, H72 1.174
68 C 1.90 -4.04 0.15  C67 1.587, O69 1.419, H73 1.213, H74 1.094
69 O 2.45 -3.28 1.21  C68 1.419, H75 0.959
70 O 1.43 -6.27 -0.61  C67 1.412, H76 0.995
71 H 1.76 -5.89 1.54  C67 1.191
72 H 3.24 -5.76 0.59  C67 1.174
73 H 0.70 -3.91 0.09  C68 1.213
74 H 2.65 -3.95 -0.65  C68 1.094
75 H 2.00 -2.44 1.11  O69 0.959
76 H 0.47 -6.11 -0.41  O70 0.995
77 C -3.14 2.22 -3.20  C78 1.502, O80 1.430, H81 1.173, H82 1.035
78 C -2.18 1.17 -2.72  C77 1.502, O79 1.395, H83 1.078, H84 1.162
79 O -0.93 1.77 -2.86  C78 1.395, H85 1.044
80 O -4.48 1.77 -3.39  C77 1.430, H86 1.066
81 H -2.84 2.73 -4.21  C77 1.173
82 H -2.96 3.01 -2.57  C77 1.035
83 H -2.13 0.23 -3.25  C78 1.078
84 H -2.32 0.79 -1.63  C78 1.162
85 H -0.25 1.22 -2.28  O79 1.044
86 H -4.32 0.79 -3.76  O80 1.066
87 C 2.00 1.45 2.70  C88 1.460, O90 1.382, H91 1.201, H92 1.107
88 C 3.27 1.13 2.06  C87 1.460, O89 1.328, H93 1.114, H94 1.058
89 O 3.28 -0.19 1.86  C88 1.328, H95 0.974
90 O 1.80 2.81 2.85  C87 1.382, H96 0.905
91 H 2.03 0.91 3.77  C87 1.201
92 H 1.14 1.06 2.12  C87 1.107
93 H 4.13 1.43 2.70  C88 1.114
94 H 3.42 1.62 1.13  C88 1.058
95 H 2.36 -0.31 1.58  O89 0.974
96 H 1.63 3.21 2.06  O90 0.905
97 C -3.76 -2.43 -1.47  C98 1.501, O100 1.439, H101 0.992, H102 1.162
98 C -4.16 -2.12 -0.06  C97 1.501, O99 1.399, H103 1.031, H104 1.011
99 O -3.54 -0.93 0.36  C98 1.399, H105 1.056
100 O -2.46 -3.00 -1.24  C97 1.439, H106 1.039
101 H -3.72 -1.52 -1.85  C97 0.992
102 H -4.63 -3.00 -2.00  C97 1.162
103 H -4.18 -2.88 0.64  C98 1.031
104 H -5.17 -2.05 0.00  C98 1.011
105 H -2.52 -1.02 0.13  O99 1.056
106 H -1.70 -2.35 -0.95  O100 1.039

Results
charge: -1
spin multiplicity: 1
largest force on an atom: 0.1556 Eh/bohr
HOMO level: -5.700 eV
orbital gap: 6.591 eV
relative energy (zero: lowest compared OMol25 entry of this formula, charge and spin): 53.0 kcal/mol

# 2
The following is a DFT calculation (the ωB97M-V functional and the def2-TZVPD basis) of 16 unconnected molecules or ions with the total composition C21H63IN16O31P at a distorted geometry.

Each atom is followed by the atoms it is bonded to, with distances in Å.
CARTESIAN COORDINATES (ANGSTROEM)
1 N -0.99 2.43 2.47  C2 1.455, H11 1.001, H12 0.986
2 C -0.49 3.31 1.43  N1 1.455, C3 1.496, H13 1.074, H14 1.080
3 C -1.25 3.09 0.15  C2 1.496, O4 1.451, C5 1.507, H15 1.073
4 O -1.73 4.41 -0.23  C3 1.451, H16 0.945
5 C -0.40 2.60 -1.00  C3 1.507, P6 1.940, H17 1.074, H18 1.062
6 P -0.02 0.70 -0.96  C5 1.940, C7 1.950, H19 1.487, H20 1.457, H21 1.487, H22 1.491
7 C 1.83 1.06 -1.46  P6 1.950, C8 1.546, H23 1.077, H24 1.075
8 C 2.83 -0.12 -1.45  C7 1.546, C9 1.532, H25 1.071, H26 1.072
9 C 3.70 -0.03 -0.19  C8 1.532, I10 2.167, H27 1.065, H28 1.064
10 I 4.67 -1.88 0.38  C9 2.167
11 H -1.34 1.59 2.05  N1 1.001
12 H -0.26 2.18 3.09  N1 0.986
13 H -0.64 4.32 1.74  C2 1.074
14 H 0.57 3.18 1.28  C2 1.080
15 H -2.07 2.43 0.35  C3 1.073
16 H -2.66 4.35 -0.39  O4 0.945
17 H 0.47 3.23 -1.04  C5 1.074
18 H -1.00 2.79 -1.86  C5 1.062
19 H 0.33 0.73 0.49  P6 1.487
20 H -1.41 0.44 -0.62  P6 1.457
21 H -0.40 0.60 -2.39  P6 1.487
22 H 0.20 -0.77 -1.01  P6 1.491
23 H 2.25 1.81 -0.82  C7 1.077
24 H 1.80 1.40 -2.48  C7 1.075
25 H 2.38 -1.08 -1.55  C8 1.071
26 H 3.53 0.05 -2.25  C8 1.072
27 H 3.12 0.39 0.60  C9 1.065
28 H 4.49 0.64 -0.40  C9 1.064
29 C -5.15 1.54 -1.95  N30 1.486, H33 1.081, H34 1.084, H35 1.084
30 N -4.04 0.64 -1.53  C29 1.486, O31 1.204, O32 1.204
31 O -3.32 0.21 -2.39  N30 1.204
32 O -3.95 0.41 -0.35  N30 1.204
33 H -5.10 1.65 -3.03  C29 1.081
34 H -6.08 1.07 -1.65  C29 1.084
35 H -5.00 2.49 -1.45  C29 1.084
36 C 3.43 3.14 4.60  N37 1.485, H40 1.080, H41 1.078, H42 1.082
37 N 3.25 1.87 3.85  C36 1.485, O38 1.195, O39 1.207
38 O 4.11 1.53 3.09  N37 1.195
39 O 2.23 1.26 4.05  N37 1.207
40 H 4.38 3.58 4.32  C36 1.080
41 H 2.62 3.80 4.34  C36 1.078
42 H 3.41 2.90 5.66  C36 1.082
43 C -2.05 2.57 -6.13  N44 1.484, H47 1.080, H48 1.085, H49 1.081
44 N -2.02 2.61 -4.65  C43 1.484, O45 1.197, O46 1.217
45 O -1.00 2.31 -4.11  N44 1.197
46 O -3.05 2.93 -4.09  N44 1.217
47 H -1.07 2.27 -6.48  C43 1.080
48 H -2.81 1.85 -6.42  C43 1.085
49 H -2.29 3.56 -6.50  C43 1.081
50 C -0.93 2.48 -10.94  N51 1.485, H54 1.081, H55 1.084, H56 1.084
51 N -0.93 2.57 -9.45  C50 1.485, O52 1.198, O53 1.209
52 O 0.10 2.31 -8.89  N51 1.198
53 O -1.96 2.90 -8.92  N51 1.209
54 H 0.05 2.17 -11.27  C50 1.081
55 H -1.69 1.74 -11.21  C50 1.084
56 H -1.19 3.46 -11.32  C50 1.084
57 C -0.02 0.83 6.53  N58 1.485, H61 1.082, H62 1.085, H63 1.084
58 N -0.18 2.30 6.65  C57 1.485, O59 1.197, O60 1.212
59 O 0.52 2.99 5.97  N58 1.197
60 O -1.01 2.70 7.44  N58 1.212
61 H 0.75 0.63 5.79  C57 1.082
62 H 0.27 0.44 7.50  C57 1.085
63 H -0.98 0.42 6.21  C57 1.084
64 C 1.42 6.78 3.00  N65 1.485, H68 1.077, H69 1.086, H70 1.083
65 N 2.72 6.17 3.38  C64 1.485, O66 1.204, O67 1.210
66 O 3.47 5.84 2.50  N65 1.204
67 O 2.96 6.04 4.56  N65 1.210
68 H 1.37 6.82 1.92  C64 1.077
69 H 0.64 6.14 3.40  C64 1.086
70 H 1.38 7.77 3.43  C64 1.083
71 C 0.67 2.05 11.07  N72 1.485, H75 1.081, H76 1.084, H77 1.084
72 N 0.52 0.77 10.33  C71 1.485, O73 1.206, O74 1.202
73 O 1.42 0.44 9.60  N72 1.206
74 O -0.49 0.15 10.51  N72 1.202
75 H 1.62 2.49 10.81  C71 1.081
76 H -0.15 2.69 10.78  C71 1.084
77 H 0.62 1.81 12.13  C71 1.084
78 C -5.67 -5.12 -3.21  N79 1.493, H82 1.077, H83 1.081, H84 1.072
79 N -7.00 -4.82 -3.82  C78 1.493, O80 1.207, O81 1.208
80 O -7.08 -4.81 -5.03  N79 1.207
81 O -7.92 -4.60 -3.08  N79 1.208
82 H -4.96 -5.30 -4.00  C78 1.077
83 H -5.39 -4.27 -2.61  C78 1.081
84 H -5.80 -6.00 -2.60  C78 1.072
85 C 3.98 -0.78 6.99  N86 1.487, H89 1.083, H90 1.084, H91 1.084
86 N 4.15 0.39 7.88  C85 1.487, O87 1.204, O88 1.203
87 O 3.86 1.48 7.44  N86 1.204
88 O 4.56 0.19 8.99  N86 1.203
89 H 3.61 -0.44 6.03  C85 1.083
90 H 4.95 -1.25 6.88  C85 1.084
91 H 3.28 -1.45 7.47  C85 1.084
92 C 7.97 -4.08 1.44  N93 1.487, H96 1.082, H97 1.084, H98 1.084
93 N 6.89 -5.09 1.56  C92 1.487, O94 1.203, O95 1.206
94 O 5.81 -4.70 1.92  N93 1.203
95 O 7.16 -6.23 1.27  N93 1.206
96 H 7.58 -3.11 1.73  C92 1.082
97 H 8.77 -4.39 2.11  C92 1.084
98 H 8.31 -4.08 0.41  C92 1.084
99 C -1.50 -6.99 -2.18  N100 1.482, H103 1.080, H104 1.085, H105 1.083
100 N -2.82 -6.69 -2.79  C99 1.482, O101 1.207, O102 1.207
101 O -2.89 -6.69 -3.99  N100 1.207
102 O -3.74 -6.47 -2.05  N100 1.207
103 H -0.79 -7.18 -2.97  C99 1.080
104 H -1.20 -6.14 -1.57  C99 1.085
105 H -1.65 -7.88 -1.56  C99 1.083
106 C 3.74 -5.24 -1.22  N107 1.491, H110 1.084, H111 1.085, H112 1.084
107 N 2.68 -6.28 -1.16  C106 1.491, O108 1.203, O109 1.208
108 O 1.55 -6.02 -0.86  N107 1.203
109 O 3.05 -7.40 -1.44  N107 1.208
110 H 3.34 -4.26 -0.96  C106 1.084
111 H 4.52 -5.53 -0.52  C106 1.085
112 H 4.11 -5.24 -2.24  C106 1.084
113 C -2.52 8.44 1.82  N114 1.486, H117 1.081, H118 1.084, H119 1.085
114 N -1.10 8.66 2.22  C113 1.486, O115 1.207, O116 1.203
115 O -0.88 9.03 3.35  N114 1.207
116 O -0.27 8.45 1.38  N114 1.203
117 H -3.15 8.67 2.67  C113 1.081
118 H -2.73 9.11 0.99  C113 1.084
119 H -2.62 7.40 1.53  C113 1.085
120 C -5.33 -9.76 -4.14  N121 1.486, H124 1.081, H125 1.084, H126 1.084
121 N -3.87 -9.99 -4.17  C120 1.486, O122 1.204, O123 1.202
122 O -3.22 -9.59 -3.24  N121 1.204
123 O -3.42 -10.54 -5.14  N121 1.202
124 H -5.58 -9.26 -3.22  C120 1.081
125 H -5.59 -9.15 -5.00  C120 1.084
126 H -5.81 -10.73 -4.19  C120 1.084
127 C -0.85 -1.29 -5.51  N128 1.488, H131 1.083, H132 1.085, H133 1.085
128 N -0.31 -0.36 -6.54  C127 1.488, O129 1.197, O130 1.215
129 O 0.67 0.27 -6.25  N128 1.197
130 O -0.89 -0.31 -7.60  N128 1.215
131 H -0.23 -1.22 -4.62  C127 1.083
132 H -1.87 -0.98 -5.29  C127 1.085
133 H -0.83 -2.29 -5.93  C127 1.085

Results
charge: -1
spin multiplicity: 1
largest force on an atom: 0.0319 Eh/bohr
HOMO level: -3.401 eV
orbital gap: 4.940 eV